11
Properties=species:S:1:pos:R:3:forces:R:3 method="wB97M-V/def2-TZVPD" e_lumo_ev="-0.411 / -0.461" e_above_lowest_kcal_mol=175.7 e_tot_ha=-467.684353 homo_lumo_gap_ev="8.8327 / 8.4731"
C 1.203795 1.504333 1.569286 -1.6 -3.2 -0.5
C -0.442863 -0.736068 -1.243396 -2.1 2.1 0.6
N 0.553898 0.540868 1.663089 1.3 2.1 0.3
N 0.220683 0.369754 -1.279027 1.0 -1.6 -0.6
N -1.786859 -0.494839 -0.707866 0.6 2.5 -0.7
O -0.091612 -0.447908 1.741490 -0.6 -1.1 -0.2
O -0.185446 1.510366 -1.098529 0.2 -0.3 0.0
O -2.096267 0.787681 -0.814016 -0.8 -2.6 0.4
H -1.948807 -0.882632 0.223417 0.1 0.1 0.1
H 1.530117 2.365898 1.990105 1.0 2.2 0.7
H -0.211126 -1.748515 -1.459052 1.0 -0.3 -0.2